## 1
10
Properties=species:S:1:pos:R:3:nbo_charge:R:1 method="wB97M-V/def2-TZVPD" e_lumo_ev=0.870 total_charge=0 spin_multiplicity=1
C 0.687 0.296 -0.008 0.43
S -2.317 0.033 -0.299 -0.05
H 2.518 0.670 -0.870 0.24
C 1.726 -0.139 -0.652 -0.54
H -2.169 1.357 0.077 0.13
H -0.897 -1.596 0.028 0.24
H -1.032 -0.448 1.644 0.24
H 1.721 -1.208 -0.822 0.23
F 0.569 1.624 0.349 -0.36
C -0.806 -0.589 0.552 -0.57

---

## 2
10
Properties=species:S:1:pos:R:3:nbo_charge:R:1 method="wB97M-V/def2-TZVPD" e_lumo_ev=-0.334 total_charge=0 spin_multiplicity=1
F -2.373 -0.379 1.230 -0.36
H -2.858 0.540 -1.071 0.21
H 3.332 -1.030 0.009 0.13
C 2.422 -0.514 0.280 -0.45
H -1.262 0.105 -1.836 0.22
C -1.925 0.190 -0.970 -0.49
S 3.046 0.922 0.786 0.22
C -1.667 -0.553 0.077 0.23
H 1.990 1.692 1.011 0.09
H -0.704 -0.973 0.485 0.19

---

Which of them is least stable? Easy: 2.

---

## 1
24
Properties=species:S:1:pos:R:3:nbo_charge:R:1 method="wB97M-V/def2-TZVPD" e_lumo_ev="-0.366 / -0.365" total_charge=0 spin_multiplicity=1
C -0.561 2.047 -1.330 -0.31
C -1.076 1.849 -0.057 0.23
N -0.979 -1.671 1.880 -0.82
C -0.010 -0.351 0.149 0.04
C 0.578 0.075 -0.985 -0.02
H 2.967 -3.019 0.431 0.23
C 2.139 -2.534 -0.015 -0.27
H 1.255 1.510 -2.445 0.25
O 3.249 -0.066 -2.850 -0.94
H 0.795 -3.353 1.584 0.21
C 2.413 -1.757 -1.092 -0.29
N -0.721 0.809 0.759 -0.53
H -2.351 3.585 0.053 0.23
C -2.029 2.687 0.614 -0.67
H -1.224 2.782 -1.750 0.22
H -1.642 3.095 1.513 0.24
H -1.104 0.711 1.740 0.42
S 2.728 -1.410 -2.683 1.14
H -3.038 2.311 0.630 0.23
H -0.883 -2.595 2.407 0.37
H -1.913 -1.682 1.573 0.37
C 0.496 1.181 -1.723 -0.23
C 0.930 -2.613 0.757 -0.27
C -0.018 -1.591 0.840 0.15

---

## 2
24
Properties=species:S:1:pos:R:3:nbo_charge:R:1 method="wB97M-V/def2-TZVPD" e_lumo_ev=0.601 total_charge=0 spin_multiplicity=1
N 3.452 -0.247 -0.876 -0.51
H 5.303 0.526 -0.162 0.21
C 2.239 -0.372 -0.404 0.24
C -0.957 0.930 -0.795 -0.18
C 4.263 0.350 0.060 -0.03
H -0.078 1.189 -1.359 0.23
H -0.381 -2.208 -1.154 0.22
C -2.196 -0.711 0.435 0.31
H 4.151 1.132 2.128 0.24
C 0.012 -1.419 -0.519 -0.24
C -1.965 1.870 -0.576 -0.24
H -4.064 -0.091 1.263 0.21
C -3.097 1.507 0.162 -0.19
C -1.065 -0.361 -0.298 -0.10
H 0.249 -1.904 0.429 0.21
S 2.004 0.228 1.211 0.35
N 1.225 -0.912 -1.134 -0.61
O -2.261 -1.994 0.898 -0.68
H -3.872 2.239 0.350 0.21
C 3.681 0.667 1.250 -0.49
H -3.076 -2.147 1.400 0.49
H -1.913 2.877 -0.975 0.22
C -3.220 0.211 0.669 -0.29
H 1.568 -1.359 -2.003 0.41

---

Which of them is least stable? Easy: 1.

---

## 1
14
Properties=species:S:1:pos:R:3:nbo_charge:R:1 method="wB97M-V/def2-TZVPD" s2=0.75 e_lumo_ev="-5.376 / -9.563" total_charge=+1 spin_multiplicity=2
H 1.237 -0.892 0.124 0.28
C -1.228 -1.438 1.917 -0.86
H -0.390 2.577 -0.730 0.22
H 0.114 -1.149 -1.080 0.32
H -1.287 -1.273 0.823 0.18
H 0.057 1.527 0.736 0.23
C 0.497 0.830 -1.179 0.12
H -2.149 -1.910 2.370 0.26
H -0.994 -0.390 2.254 0.20
H 1.806 -0.929 -1.693 0.32
H -0.363 -2.139 2.138 0.23
C 0.974 -0.538 -0.897 -0.74
H 0.105 0.954 -2.252 0.25
C 0.068 1.749 -0.290 -0.01

---

## 2
14
Properties=species:S:1:pos:R:3:nbo_charge:R:1 method="wB97M-V/def2-TZVPD" s2=0.75 e_lumo_ev="-6.214 / -10.609" total_charge=+1 spin_multiplicity=2
C 0.963 1.685 0.532 -0.62
H 0.011 -2.182 -1.447 0.23
H -1.102 1.251 -0.214 0.18
C -0.166 1.801 -0.544 -0.62
H -1.401 -2.996 -1.111 0.24
H -1.092 -2.379 1.549 0.28
H 1.877 2.230 0.259 0.23
H -0.657 2.748 -0.445 0.24
C -0.297 -2.275 0.670 -0.01
C -0.621 -2.455 -0.603 0.01
H 0.403 2.098 1.409 0.22
H 0.043 1.438 -1.523 0.21
H 0.589 -1.639 0.716 0.24
H 1.450 0.675 0.751 0.17

---

Which of them is least stable? Easy: 2.

---

## 1
10
Properties=species:S:1:pos:R:3:nbo_charge:R:1 method="wB97M-V/def2-TZVPD" e_lumo_ev=-5.857 total_charge=+1 spin_multiplicity=1
H -1.033 -1.907 -0.008 0.25
C -0.439 -0.989 -0.021 0.41
H -1.811 2.025 -0.680 0.23
H 1.332 -1.680 0.315 0.44
Si 1.911 0.654 -0.186 0.97
C -1.430 1.278 0.041 0.07
N -1.147 0.104 -0.457 -0.39
N 0.816 -0.813 0.042 -0.93
H -1.441 1.546 1.078 0.21
H 3.241 -0.218 -0.125 -0.26

---

## 2
10
Properties=species:S:1:pos:R:3:nbo_charge:R:1 method="wB97M-V/def2-TZVPD" e_lumo_ev=-7.555 total_charge=+1 spin_multiplicity=1
N -1.753 -1.011 0.328 -0.61
N -0.648 1.042 -0.022 -0.31
H 1.031 2.050 0.516 0.28
Si 1.889 -0.380 0.028 1.41
H 3.206 -0.406 -0.908 -0.08
C -1.553 0.077 -0.274 0.22
H -2.410 0.603 -0.949 0.19
H -2.512 -1.622 0.084 0.40
C 0.600 1.014 0.211 -0.35
H 2.150 -1.366 0.986 -0.16

---

Which of them is least stable? Easy: 2.

---

## 1
22
Properties=species:S:1:pos:R:3:nbo_charge:R:1 method="wB97M-V/def2-TZVPD" e_lumo_ev=0.233 total_charge=0 spin_multiplicity=1
O -2.532 2.018 -0.331 -0.47
O 1.635 -1.198 1.045 -0.71
H -0.195 -2.270 -1.568 0.23
H -1.948 -0.382 1.802 0.22
H 1.115 -3.146 -0.718 0.22
H -0.549 0.035 2.800 0.23
H -0.340 -1.790 0.841 0.19
H 1.690 2.300 -1.942 0.47
C -1.289 0.443 2.101 -0.61
H 0.297 1.231 -2.476 0.52
H 0.130 1.831 1.206 0.23
C -0.590 1.058 0.903 -0.34
H 1.450 -1.665 -1.669 0.20
H -1.896 1.208 2.603 0.23
O 0.838 2.277 -2.388 -0.99
C -1.427 1.552 -0.266 0.83
H 2.384 -0.955 0.472 0.47
C 0.468 -1.326 0.255 0.07
C 0.733 -2.154 -0.993 -0.64
H 0.960 0.607 -0.497 0.16
O -1.004 0.234 -1.075 -0.60
C 0.069 0.093 -0.107 0.09

---

## 2
22
Properties=species:S:1:pos:R:3:nbo_charge:R:1 method="wB97M-V/def2-TZVPD" e_lumo_ev=0.709 total_charge=0 spin_multiplicity=1
H 0.798 0.431 -1.158 0.14
C -0.512 0.619 0.585 -0.46
H -0.529 -0.567 2.381 0.23
H -0.600 3.033 -0.541 0.16
O -0.981 1.347 -1.707 -0.52
C 0.105 -1.862 -0.823 -0.10
C -0.278 0.416 -0.903 0.38
O -0.752 -0.850 -1.322 -0.51
H 0.347 1.217 1.032 0.20
H -1.713 -1.128 1.198 0.22
C -0.480 2.648 -1.574 -0.26
H 0.568 2.716 -1.871 0.17
H -1.101 3.295 -2.189 0.20
H 0.228 -2.686 1.215 0.19
O 1.952 -1.196 2.265 -0.45
H 1.124 -1.885 -1.293 0.19
C -0.685 -0.726 1.318 -0.43
H -0.363 -2.843 -1.129 0.21
H 2.319 -0.256 2.252 0.47
O 1.648 -1.272 0.852 -0.30
C 0.310 -1.721 0.712 0.04
H -1.405 1.270 0.700 0.23

---

## 3
22
Properties=species:S:1:pos:R:3:nbo_charge:R:1 method="wB97M-V/def2-TZVPD" e_lumo_ev=0.689 total_charge=0 spin_multiplicity=1
H -0.191 0.663 0.682 0.19
C 1.920 -1.001 -4.437 -0.25
H -0.141 1.694 -3.056 0.24
C -0.597 0.388 5.020 -0.72
H -0.314 -1.028 1.259 0.20
H -1.196 0.262 5.938 0.23
O 0.468 -1.311 -2.045 -0.58
H -1.798 -0.054 1.020 0.20
C -0.218 1.020 -2.186 -0.73
O -2.396 -0.523 3.642 -0.59
H 2.542 -1.490 -3.668 0.19
O 1.168 -0.027 -3.879 -0.52
H 1.261 -1.760 -4.890 0.18
H 2.583 -0.597 -5.221 0.20
H 0.255 -0.311 5.057 0.23
H -1.286 0.862 -1.958 0.24
H -0.205 1.419 4.994 0.23
C 0.457 -0.253 -2.678 0.80
C -1.303 0.040 3.683 0.80
C -0.746 -0.017 1.350 -0.27
H 0.258 1.509 -1.320 0.24
O -0.520 0.515 2.692 -0.52

---

## 4
22
Properties=species:S:1:pos:R:3:nbo_charge:R:1 method="wB97M-V/def2-TZVPD" e_lumo_ev=0.465 total_charge=0 spin_multiplicity=1
O 1.783 -1.915 0.989 -0.72
C 1.834 0.672 0.290 0.19
H -2.184 1.781 -0.298 0.21
H 1.002 -1.818 1.570 0.49
O 2.470 1.308 -0.722 -0.68
H -1.845 -1.888 -0.037 0.48
H -2.963 0.427 0.533 0.22
H -3.202 0.643 -1.207 0.23
C -0.325 -0.145 0.525 0.62
C -2.482 0.737 -0.395 -0.62
O -0.611 -0.830 1.528 -0.66
H 0.154 1.969 0.060 0.22
H 2.520 0.455 1.106 0.21
C 1.525 -1.157 -0.149 -0.20
H -0.765 0.168 -1.590 0.18
O -1.680 -1.500 -0.911 -0.71
C 0.482 1.155 0.707 -0.58
H 0.823 -1.622 -0.851 0.21
H 1.867 1.456 -1.469 0.47
H 0.441 1.443 1.756 0.24
H 2.435 -1.170 -0.752 0.20
C -1.280 -0.168 -0.684 0.00

---

Which of them is least stable? Easy: 2.